# 1
ORCA calculation (ωB97M-V with the def2-TZVPD basis set) on 2 unconnected molecules or ions with the total composition BrNO3.

Each line ends with the Mulliken charge.
Atoms and positions in Å:
N (-0.87647, 0.22304, 0.01258)  1.0051
O (-0.32525, 1.22865, 0.00315)  -0.4240
O (-1.85922, -0.37199, 0.01930)  -0.4067
O (0.97193, -1.16818, 0.00027)  -0.4121
Br (2.08901, 0.08847, -0.03530)  0.2377

The calculation puts the orbital gap (spin up / spin down) at 0.3291 / 0.2805 Ha. The value obtained for the molar mass is 141.908 Da. As for the total charge: 0. As for the calculated total energy: -77667.8805 eV. As for the energy above the lowest of the compared OMol25 structures with the same formula, charge and spin: 35.2 kcal/mol.

---

# 2
ORCA calculation (ωB97M-V with the def2-TZVPD basis set) on a molecular structure, BrNaPt.

Each line ends with the Mulliken charge.
Atoms and positions in Å:
Na (-0.94870, -0.37377, 3.39597)  0.9885
Pt (1.49982, -0.82567, -2.95017)  0.9496
Br (-0.55112, 1.19943, -0.44579)  0.0620

The expectation value of S² is 2.025. The calculation puts the orbital gap (spin up / spin down) at 0.2948 / 0.2736 Ha. The value obtained for the molar mass is 297.972 Da. As for the total charge: +2. The spin multiplicity is 3. As for the calculated total energy: -77683.7306 eV. As for the energy above the lowest of the compared OMol25 structures with the same formula, charge and spin: 13.8 kcal/mol.

---

# 3
ORCA calculation (ωB97M-V with the def2-TZVPD basis set) on BrO2P in the gas phase.

Each line ends with the Mulliken charge.
Atoms and positions in Å:
O (0.89543, -0.91835, 1.34236)  -0.4000
O (-0.34190, 0.41624, 0.17192)  -0.2511
P (0.21507, -1.00404, 0.05618)  0.4921
Br (-0.76859, 1.50615, -1.57046)  0.1590

The calculation puts the orbital gap at 0.3035 Ha. The value obtained for the molar mass is 142.876 Da. As for the total charge: 0. The SMILES is O=POBr. As for the calculated total energy: -83424.5705 eV. As for the energy above the lowest of the compared OMol25 structures with the same formula, charge and spin: 11.9 kcal/mol.

---

# 4
ORCA calculation (ωB97M-V with the def2-TZVPD basis set) on a gas-phase ion, BrO2S2 (charge -1).

Each line ends with the Mulliken charge.
Atoms and positions in Å:
O (-0.52526, -0.79460, -1.22670)  -0.5422
O (-0.52526, -0.79459, 1.22670)  -0.5422
S (-0.77476, 1.79249, 0.00000)  -0.1901
S (-0.23010, -0.08767, 0.00000)  0.7080
Br (2.05539, -0.11563, 0.00000)  -0.4335

The expectation value of S² is 2.008. The calculation puts the orbital gap (spin up / spin down) at 0.1819 / 0.2271 Ha. The value obtained for the molar mass is 176.036 Da. As for the total charge: -1. The spin multiplicity is 3. As for the calculated total energy: -95806.7473 eV.

---

# 5
ORCA calculation (ωB97M-V with the def2-TZVPD basis set) on a molecular structure, BrTi.

Each line ends with the Mulliken charge.
Atoms and positions in Å:
Ti (-1.15540, 0.07703, 0.34224)  0.7373
Br (1.15540, -0.07703, -0.34224)  0.2627

The expectation value of S² is 6.003. The calculation puts the orbital gap (spin up / spin down) at 0.2623 / 0.2719 Ha. The value obtained for the molar mass is 127.771 Da. As for the total charge: +1. The spin multiplicity is 5. As for the calculated total energy: -93145.4174 eV. As for the energy above the lowest of the compared OMol25 structures with the same formula, charge and spin: 7.5 kcal/mol.

---

# 6
ORCA calculation (ωB97M-V with the def2-TZVPD basis set) on a molecular structure, BrTi2.

Each line ends with the Mulliken charge.
Atoms and positions in Å:
Ti (-1.83927, 1.57669, -0.30359)  0.6778
Ti (1.24828, -1.92995, 0.86032)  0.6910
Br (0.59099, 0.35326, -0.55674)  -0.3689

The expectation value of S² is 12.003. The calculation puts the orbital gap (spin up / spin down) at 0.2493 / 0.3698 Ha. The value obtained for the molar mass is 175.638 Da. As for the total charge: +1. The spin multiplicity is 7. As for the calculated total energy: -116261.5168 eV. As for the energy above the lowest of the compared OMol25 structures with the same formula, charge and spin: 1.9 kcal/mol.